The following is a quantum chemistry calculation of 5 unconnected molecules or ions with the total composition C32H68F10N5 at a distorted geometry, from the OMol25 dataset.

```
115
Properties=species:S:1:pos:R:3:forces:R:3:lowdin_charge:R:1
F -2.416544 0.541274 -2.466879 1.7 1.2 0.9 -0.04
C -2.013363 1.812977 -1.957666 -1.3 0.9 -0.6 -0.21
C -3.048710 2.802369 -2.746764 1.2 -0.5 0.5 -0.05
C -2.403025 2.765709 -4.244480 -1.8 0.6 2.2 -0.03
N -0.912573 2.685236 -3.907312 1.7 1.7 -0.6 0.00
C 0.021798 2.122784 -4.927759 -0.1 1.7 -2.7 -0.27
F 1.248701 2.762341 -4.750430 -2.2 -1.9 0.0 0.15
F -0.472536 2.621033 -6.169994 0.9 -1.1 2.6 0.11
C 0.048551 0.552219 -5.072849 -0.5 -2.3 -2.1 -0.20
F -1.253825 -0.011827 -5.101330 2.5 2.0 0.5 0.10
F 0.576653 0.269006 -6.358855 -0.8 1.0 2.9 0.12
C 0.889783 -0.303457 -4.043364 0.0 -3.3 0.9 -0.19
F 0.263240 -0.472940 -2.773539 1.4 1.2 -2.8 0.09
F 0.914634 -1.623671 -4.571973 -0.1 3.0 0.8 0.11
C 2.430519 0.094828 -3.857509 3.6 -0.1 1.1 -0.34
F 3.065005 0.537850 -5.010343 -1.9 -0.9 2.1 0.14
F 3.149205 -1.035140 -3.421655 -2.1 2.5 -1.0 0.12
F 2.662168 1.090122 -2.867053 -1.2 -2.0 -2.2 0.08
C -0.617198 2.448765 -2.431103 -1.8 -1.0 1.5 0.00
H -2.025151 1.863551 -0.816214 -0.4 -0.4 -1.6 0.16
H -2.947197 3.764425 -2.152996 -0.6 -0.7 -1.3 0.13
H -4.121047 2.408916 -2.828710 1.7 0.6 0.5 0.15
H -2.474411 3.755143 -4.794100 -0.5 -1.7 0.3 0.16
H -2.897469 1.846351 -4.676854 1.4 1.1 -0.2 0.15
H -0.669161 3.698872 -3.970121 0.1 -0.8 -0.4 0.20
H 0.358515 1.942132 -2.156599 -1.2 0.4 -0.8 0.13
H -0.652409 3.473325 -1.932531 0.3 -1.4 -0.7 0.16
C -5.866110 -4.245348 -3.320726 0.0 -0.1 0.0 -0.09
C -4.698217 -3.533309 -3.989026 0.0 -0.2 -0.1 -0.27
N -3.472893 -4.323890 -4.050577 0.3 0.1 0.1 -0.19
C -2.309917 -3.545674 -4.464991 0.0 0.1 0.2 -0.25
C -2.301992 -2.973887 -5.883542 0.2 0.0 -0.2 -0.09
C -3.588314 -5.643291 -4.662925 -0.2 -0.2 0.1 -0.24
C -4.078957 -5.713713 -6.109288 0.1 -0.2 -0.2 -0.08
H -5.610547 -4.554554 -2.304334 0.0 0.0 -0.1 0.08
H -6.722762 -3.568980 -3.261028 0.1 0.0 0.0 0.07
H -6.188408 -5.124240 -3.883414 0.0 0.0 0.1 0.07
H -4.498562 -2.626255 -3.407879 0.2 0.0 -0.1 0.10
H -5.013616 -3.200360 -4.987463 -0.1 0.1 0.0 0.10
H -1.405225 -4.147645 -4.326072 -0.2 -0.1 0.0 0.12
H -2.197779 -2.709049 -3.764586 -0.2 0.0 0.1 0.10
H -2.087434 -3.740783 -6.628497 -0.1 0.1 0.0 0.06
H -1.514654 -2.220647 -5.971838 0.0 -0.1 0.0 0.04
H -3.244717 -2.487378 -6.144275 0.0 -0.1 0.0 0.07
H -4.259347 -6.250175 -4.046623 0.0 0.2 0.0 0.10
H -2.625003 -6.160656 -4.592626 0.0 0.3 0.1 0.12
H -4.915381 -5.039202 -6.302819 0.0 0.0 0.0 0.07
H -4.422286 -6.727666 -6.332616 0.0 0.1 0.0 0.08
H -3.280756 -5.488200 -6.817423 -0.1 0.1 0.0 0.06
C 4.191948 -0.894558 4.114856 0.1 -0.1 0.0 -0.08
C 3.273137 -0.257878 3.081547 0.1 -0.1 0.0 -0.27
N 3.939570 0.108226 1.834741 -0.1 0.3 -0.2 -0.19
C 3.110311 0.931290 0.963043 0.1 0.2 0.2 -0.25
C 1.841737 0.301545 0.385974 -0.2 -0.1 -0.2 -0.09
C 4.680261 -0.954014 1.162840 0.3 -0.1 0.2 -0.24
C 3.905669 -2.204755 0.745939 0.0 -0.2 -0.2 -0.08
H 5.028987 -0.235497 4.358354 0.0 0.0 -0.1 0.07
H 3.633808 -1.083044 5.035289 0.0 0.0 -0.1 0.08
H 4.588939 -1.854409 3.776587 0.0 0.1 0.0 0.07
H 2.858934 0.649118 3.534396 0.0 0.1 -0.2 0.11
H 2.424218 -0.931910 2.901951 -0.1 -0.1 0.1 0.10
H 3.720999 1.309478 0.135273 0.1 -0.2 0.1 0.11
H 2.816490 1.826466 1.523193 0.0 -0.1 0.1 0.11
H 2.068060 -0.385944 -0.430599 -0.1 -0.1 0.1 0.04
H 1.195943 1.083662 -0.030237 0.0 0.1 0.1 0.05
H 1.258145 -0.230333 1.140184 0.0 0.0 -0.1 0.07
H 5.501983 -1.265156 1.815510 -0.1 0.1 0.1 0.11
H 5.184471 -0.542365 0.281086 -0.2 0.2 0.1 0.12
H 3.207361 -2.542285 1.514282 0.0 0.0 0.0 0.07
H 4.604032 -3.025465 0.560027 0.0 0.1 0.0 0.08
H 3.351770 -2.046252 -0.180697 -0.1 -0.1 0.1 0.05
C 5.763193 3.140539 3.709436 0.1 0.1 0.0 -0.09
C 5.040234 3.192392 5.048098 0.1 0.1 0.0 -0.27
N 5.922622 3.106989 6.206649 0.0 -0.2 0.2 -0.19
C 5.202620 2.910381 7.462308 -0.1 -0.2 0.0 -0.25
C 4.282146 4.034194 7.939170 -0.1 0.1 0.2 -0.09
C 7.010237 4.077496 6.259325 0.2 0.0 -0.3 -0.25
C 6.638480 5.560668 6.257547 0.1 0.2 0.1 -0.09
H 6.357069 2.228176 3.616612 0.0 0.1 0.0 0.08
H 5.031788 3.149370 2.896836 0.0 0.0 0.1 0.06
H 6.419040 4.001947 3.562141 0.0 -0.1 0.0 0.06
H 4.348461 2.343635 5.073759 0.0 0.0 0.2 0.10
H 4.421040 4.099675 5.079010 -0.1 0.0 -0.1 0.10
H 5.920850 2.685335 8.258041 0.1 0.1 -0.2 0.11
H 4.599958 2.000159 7.366071 0.0 0.0 -0.2 0.11
H 4.845464 4.867718 8.360470 -0.1 0.0 -0.1 0.06
H 3.627885 3.662998 8.733286 0.0 0.0 0.0 0.07
H 3.638536 4.414315 7.142791 0.1 0.0 0.0 0.07
H 7.676309 3.893224 5.409989 -0.2 -0.1 0.0 0.10
H 7.636069 3.872781 7.135039 -0.2 -0.1 0.0 0.12
H 5.844249 5.794098 5.545598 0.0 0.0 0.0 0.07
H 7.510567 6.158570 5.977555 0.0 0.0 0.0 0.07
H 6.328223 5.899812 7.246417 -0.1 0.0 -0.1 0.06
C -2.232003 -1.053948 0.947195 0.0 -0.1 -0.1 -0.09
C -3.366473 -0.995147 1.958724 -0.1 0.0 -0.1 -0.26
N -4.494429 -0.168749 1.538906 0.0 0.4 0.0 -0.20
C -5.457079 0.076233 2.611512 0.1 0.1 0.2 -0.25
C -6.226091 -1.122959 3.165544 -0.2 -0.1 0.1 -0.09
C -5.078273 -0.490160 0.240759 0.2 0.0 -0.2 -0.25
C -5.632090 -1.901092 0.040463 -0.2 -0.1 -0.2 -0.07
H -1.855566 -0.052495 0.718857 0.0 0.0 0.0 0.06
H -1.404197 -1.639060 1.355501 -0.1 0.1 0.0 0.08
H -2.537263 -1.535066 0.014702 0.0 0.0 0.0 0.07
H -2.953740 -0.578786 2.882971 -0.3 0.1 0.0 0.12
H -3.682359 -2.020011 2.193564 0.1 -0.1 0.0 0.10
H -6.178160 0.832572 2.282819 0.1 -0.1 -0.2 0.11
H -4.921535 0.545898 3.443868 0.1 -0.1 -0.1 0.11
H -7.019389 -1.443050 2.488918 0.1 -0.1 0.0 0.06
H -6.707951 -0.848257 4.107914 0.1 0.0 -0.1 0.08
H -5.577509 -1.976790 3.372368 0.0 0.1 0.0 0.07
H -4.320803 -0.310209 -0.530904 0.1 -0.1 0.1 0.08
H -5.868368 0.233848 0.009943 0.0 0.0 0.3 0.11
H -4.980693 -2.671382 0.457491 0.0 0.1 0.0 0.08
H -5.735234 -2.108292 -1.028970 0.0 0.0 0.0 0.06
H -6.623879 -2.010777 0.479718 0.1 -0.1 0.0 0.06
```
Forces are in eV/Å.

Output
Molar mass: 712.91 u
Total charge: +1
DFT total energy: -2532.0812 Ha
HOMO energy: -0.342 Ha
LUMO: -3.60 eV


The following is a quantum chemistry calculation of C4H4N2O in the gas phase at a distorted geometry, from the OMol25 dataset.

```
11
Properties=species:S:1:pos:R:3:forces:R:3:nbo_charge:R:1
C 0.378833 -0.460240 -0.322424 -1.4 -0.9 0.0 0.28
C -1.057670 1.192845 -0.102904 -1.1 1.4 0.8 0.54
C 0.734718 -1.188293 0.730452 0.1 0.0 -0.4 -0.51
O 1.149747 0.057687 -1.299954 0.1 0.0 -0.1 -0.67
N -0.615632 2.023041 0.635410 -0.6 -1.3 -0.7 -0.61
C -1.240327 -0.239455 -0.662862 3.3 0.5 0.5 -0.02
N -2.054335 -0.940368 -1.182009 -0.5 -0.1 0.0 -0.38
H 2.078790 -0.167527 -1.152150 -0.1 0.0 0.1 0.49
H -1.120708 2.793210 1.057670 0.3 0.1 -0.2 0.45
H 0.000903 -1.508713 1.452757 -0.1 0.0 -0.1 0.23
H 1.745682 -1.562187 0.846013 0.1 0.2 0.1 0.20
```
Forces are in eV/Å.

Output
Relative energy (zero: lowest compared OMol25 entry of this formula, charge and spin): 555.01 kJ/mol
Molar mass: 96.09 u
DFT total energy: -339.3703 Ha
HOMO energy: -0.292 Ha
LUMO: -0.46 eV


The following is a quantum chemistry calculation of 2 unconnected molecules or ions with the total composition C6H14O2 at a distorted geometry, from the OMol25 dataset.

```
22
Properties=species:S:1:pos:R:3:forces:R:3:nbo_charge:R:1
C -2.705773 0.545987 -1.438137 3.2 -5.1 1.6 -0.39
C -2.078841 -0.345078 -0.610998 -2.6 3.4 -1.0 -0.15
C -1.987097 -0.126861 0.843669 1.9 1.1 0.1 -0.45
C -0.669517 -0.756038 1.327273 -1.3 4.1 2.1 -0.38
C 0.450701 0.188239 0.898094 3.8 -0.8 5.0 -0.45
C 0.632115 1.333379 2.000750 2.1 -1.7 0.2 -0.07
O 1.367718 0.875906 3.159801 -0.1 -3.4 2.3 -0.77
H -2.921487 1.505493 -1.321554 -1.3 3.9 1.2 0.19
H -2.575543 0.213994 -2.394034 -0.4 -0.4 -2.9 0.18
H -1.744957 -1.221228 -1.094570 0.4 -1.2 0.0 0.19
H -2.783775 -0.599954 1.309563 -1.8 -0.7 1.0 0.22
H -2.007295 0.976780 1.053982 -0.2 -1.0 0.0 0.20
H -0.630027 -1.575006 0.774728 0.6 -4.2 -2.0 0.20
H -0.710133 -1.044485 2.446523 0.5 0.8 -1.7 0.20
H 0.614362 0.598426 -0.073436 -0.7 -0.2 -0.9 0.23
H 1.424227 -0.439981 1.220654 -1.6 1.4 -1.4 0.21
H -0.260539 1.742255 2.394665 -1.2 0.7 -0.2 0.16
H 1.439278 2.064465 1.853706 -1.1 0.5 -1.6 0.21
H 1.167172 -0.048301 3.604920 -0.1 2.8 -1.8 0.46
O 3.652307 -1.468465 -5.238408 3.4 -1.4 0.5 -0.96
H 2.785840 -1.175731 -5.245240 -2.3 1.1 -0.8 0.47
H 4.193142 -1.294025 -6.024941 -1.1 0.2 0.3 0.48
```
Forces are in eV/Å.

Output
Relative energy (zero: lowest compared OMol25 entry of this formula, charge and spin): 396.63 kJ/mol
Molar mass: 118.18 u
DFT total energy: -387.3564 Ha
HOMO energy: -0.351 Ha
LUMO: 0.87 eV


The following is a quantum chemistry calculation of 3 unconnected molecules or ions with the total composition C4H13NOS2 at a distorted geometry, from the OMol25 dataset.

```
21
Properties=species:S:1:pos:R:3:forces:R:3:nbo_charge:R:1
N -0.464279 -2.636815 -0.928745 -0.9 0.9 -0.4 -0.83
C -0.773765 -1.210816 -1.176742 -0.3 -1.2 -1.2 -0.25
C 0.213560 -0.497970 -2.088810 1.7 0.4 1.0 -0.58
S 0.115500 1.243123 -1.637250 1.0 0.0 0.4 0.02
S 1.159092 -1.289412 1.319081 -0.2 2.2 -0.2 0.05
C 0.589328 0.399385 1.219620 1.0 -2.2 2.8 -0.56
C 1.319873 1.360587 2.153836 -0.5 0.8 -0.6 -0.62
H -0.452329 -3.184333 -1.779288 0.2 0.0 0.0 0.35
H 0.441857 -2.587090 -0.487819 0.1 -0.8 -0.1 0.36
H -1.798923 -1.028456 -1.546950 0.3 -0.2 0.6 0.21
H -0.551661 -0.728454 -0.238980 -1.1 -0.1 0.1 0.21
H 0.291704 -0.565150 -3.185344 -0.5 -0.3 0.3 0.25
H 1.230819 -0.853887 -1.709769 -0.7 0.4 -0.4 0.22
H -0.492942 0.547978 1.319286 0.3 -0.4 -0.2 0.28
H 0.759793 0.652376 0.106053 0.0 0.8 -2.4 0.23
H 0.939839 1.053079 3.120849 0.2 0.2 0.4 0.23
H 2.413342 1.363755 2.147050 -0.3 -0.4 -0.2 0.23
H 0.978073 2.397952 1.970680 0.1 -0.4 0.1 0.21
H -1.329797 1.809681 0.017421 -0.5 -0.4 0.0 0.48
H -2.535353 2.276432 0.820234 -0.2 0.0 0.1 0.47
O -2.053731 1.478033 0.585586 0.0 0.6 -0.1 -0.96
```
Forces are in eV/Å.

Output
Relative energy (zero: lowest compared OMol25 entry of this formula, charge and spin): 458.46 kJ/mol
Molar mass: 155.29 u
DFT total energy: -1086.4067 Ha
HOMO energy: -0.320 Ha
LUMO: -3.25 eV


The following is a quantum chemistry calculation of 2 unconnected molecules or ions with the total composition C3H3F2NO at a distorted geometry, from the OMol25 dataset.

```
10
Properties=species:S:1:pos:R:3:forces:R:3:nbo_charge:R:1
O 2.535916 0.463148 0.472411 0.0 0.1 -0.1 -0.40
C 1.499250 0.950928 0.305743 0.8 -0.5 0.2 0.63
C 0.297262 1.448287 0.235050 -1.1 1.0 0.0 -0.13
F -0.345589 1.682216 -0.941046 0.3 -0.2 -0.1 -0.32
H -0.210308 1.859179 1.093893 0.2 -0.1 0.1 0.22
C -1.138690 -1.039041 -0.316304 -0.3 -0.1 0.7 -0.14
N -0.157652 -1.679648 -0.754257 0.4 -0.3 -1.1 -0.01
F 0.687609 -2.162563 0.240480 -0.3 0.2 0.5 -0.26
H -1.362925 -0.872085 0.732186 0.2 -0.1 0.1 0.19
H -1.804877 -0.650425 -1.068155 0.0 0.0 -0.2 0.21
```
Forces are in eV/Å.

Output
Relative energy (zero: lowest compared OMol25 entry of this formula, charge and spin): 380.62 kJ/mol
Molar mass: 107.06 u
DFT total energy: -445.6825 Ha
HOMO energy: -0.346 Ha
LUMO: -0.06 eV


The following is a quantum chemistry calculation of C3H6N2O in the gas phase, from the OMol25 dataset.

```
12
Properties=species:S:1:pos:R:3:forces:R:3:nbo_charge:R:1
O 2.458685 -0.325189 -0.647966 -0.3 -0.2 -0.1 -0.63
C 1.299395 -0.203188 -0.313044 0.3 0.0 0.0 0.77
N 0.677657 1.004982 -0.004186 0.3 0.0 0.0 -0.65
C -0.757609 0.820990 -0.058773 -0.1 0.1 -0.1 -0.22
C -0.821848 -0.592495 0.524198 -0.2 0.2 0.0 -0.22
N 0.345173 -1.184698 -0.124904 -0.1 0.1 -0.2 -0.66
H 1.120085 1.825300 -0.382418 0.0 0.0 -0.1 0.40
H -1.104673 0.824361 -1.099130 -0.2 -0.1 0.0 0.18
H -1.310176 1.591779 0.487785 0.2 -0.3 0.1 0.21
H -0.638237 -0.513063 1.606664 -0.3 -0.2 -0.1 0.19
H -1.778681 -1.081803 0.320601 0.4 -0.1 0.0 0.21
H 0.510230 -2.166973 -0.308828 0.1 0.5 0.3 0.42
```
Forces are in eV/Å.

Output
Relative energy (zero: lowest compared OMol25 entry of this formula, charge and spin): 13.63 kJ/mol
Molar mass: 86.09 u
DFT total energy: -302.6879 Ha
HOMO energy: -0.353 Ha
LUMO: 0.92 eV


Repeat the third record exactly.
The following is a quantum chemistry calculation of 2 unconnected molecules or ions with the total composition C6H14O2 at a distorted geometry, from the OMol25 dataset.

```
22
Properties=species:S:1:pos:R:3:forces:R:3:nbo_charge:R:1
C -2.705773 0.545987 -1.438137 3.2 -5.1 1.6 -0.39
C -2.078841 -0.345078 -0.610998 -2.6 3.4 -1.0 -0.15
C -1.987097 -0.126861 0.843669 1.9 1.1 0.1 -0.45
C -0.669517 -0.756038 1.327273 -1.3 4.1 2.1 -0.38
C 0.450701 0.188239 0.898094 3.8 -0.8 5.0 -0.45
C 0.632115 1.333379 2.000750 2.1 -1.7 0.2 -0.07
O 1.367718 0.875906 3.159801 -0.1 -3.4 2.3 -0.77
H -2.921487 1.505493 -1.321554 -1.3 3.9 1.2 0.19
H -2.575543 0.213994 -2.394034 -0.4 -0.4 -2.9 0.18
H -1.744957 -1.221228 -1.094570 0.4 -1.2 0.0 0.19
H -2.783775 -0.599954 1.309563 -1.8 -0.7 1.0 0.22
H -2.007295 0.976780 1.053982 -0.2 -1.0 0.0 0.20
H -0.630027 -1.575006 0.774728 0.6 -4.2 -2.0 0.20
H -0.710133 -1.044485 2.446523 0.5 0.8 -1.7 0.20
H 0.614362 0.598426 -0.073436 -0.7 -0.2 -0.9 0.23
H 1.424227 -0.439981 1.220654 -1.6 1.4 -1.4 0.21
H -0.260539 1.742255 2.394665 -1.2 0.7 -0.2 0.16
H 1.439278 2.064465 1.853706 -1.1 0.5 -1.6 0.21
H 1.167172 -0.048301 3.604920 -0.1 2.8 -1.8 0.46
O 3.652307 -1.468465 -5.238408 3.4 -1.4 0.5 -0.96
H 2.785840 -1.175731 -5.245240 -2.3 1.1 -0.8 0.47
H 4.193142 -1.294025 -6.024941 -1.1 0.2 0.3 0.48
```
Forces are in eV/Å.

Output
Relative energy (zero: lowest compared OMol25 entry of this formula, charge and spin): 396.63 kJ/mol
Molar mass: 118.18 u
DFT total energy: -387.3564 Ha
HOMO energy: -0.351 Ha
LUMO: 0.87 eV